Below is a structure of composition C19H21Br39Cl2NO5S2 in a non-equilibrium geometry, with properties calculated with ωB97M-V with the def2-TZVPD basis set.

- Total charge: -1
- 2S+1: 1
- LUMO: 0.6 eV

CARTESIAN COORDINATES (ANGSTROEM)
Br1 -0.56915 -2.35868 9.64346
Br2 5.71936 -2.38407 -9.94295
Br3 -4.47437 4.68599 -8.24161
Br4 4.59684 -0.17610 5.82550
Br5 8.67875 -0.55475 4.83552
Br6 0.13798 -4.98682 11.28809
Br7 2.77687 -1.25633 -9.53895
Br8 -6.75661 0.04153 -0.38805
Br9 -3.43983 -6.48688 -8.12721
Br10 -0.91961 -4.56034 -7.81430
Br11 7.31372 -3.25080 5.81736
Br12 -7.88623 5.23861 -10.65489
Br13 -0.35642 -3.02862 -4.38414
Br14 0.74711 0.57768 -3.73937
Br15 0.25887 1.92547 9.40227
Br16 -4.75328 -2.29729 0.40386
Br17 -2.50312 -5.37949 -4.56535
Br18 -2.76757 2.46615 10.21229
Br19 -2.46590 -4.90238 9.46429
Br20 2.41253 1.91639 6.76575
Br21 -0.57413 2.00711 12.46817
Br22 5.27075 0.70197 -9.32718
Br23 0.32841 5.87369 6.59439
Br24 -5.20609 1.68057 -8.98344
Br25 -3.05328 3.26914 -10.70326
Br26 -3.01884 -2.86717 -2.66561
Br27 8.54764 -3.06997 2.89445
Br28 2.44573 0.10491 -6.36999
Br29 3.22936 5.48414 7.81068
Br30 -0.33568 3.67091 -5.90006
Br31 -10.06398 5.66929 -8.38377
Br32 -2.95740 3.67706 -4.09571
Br33 -0.49720 -7.62801 -8.52307
Br34 4.99949 2.94544 5.26987
Br35 -7.98400 7.97980 -9.05450
Br36 3.89419 0.91966 -3.64354
Br37 -2.37769 1.22377 -6.02798
Br38 2.64638 7.93051 5.86379
Br39 -3.62576 0.42601 -0.80438
Cl1 1.34462 -0.93735 -0.76008
Cl2 0.53234 -3.24470 2.74955
S1 1.84778 0.51012 3.31214
S2 3.00068 -1.32718 1.66586
O1 0.97464 0.85033 2.20197
O2 3.66071 -0.31364 0.88023
O3 2.72801 1.58758 3.76486
O4 3.65409 -2.61351 1.75675
O5 1.78865 -1.72010 5.77318
N1 2.63257 -0.85470 3.13841
C1 0.63832 -1.09062 5.38181
C2 4.55433 -0.87160 -10.16223
C3 7.67688 -2.11070 4.31326
C4 0.88987 -1.10194 6.85343
C5 -4.99613 -0.39276 0.25865
C6 2.31372 1.08799 -4.71520
C7 3.74383 1.49104 5.44144
C8 -2.17040 3.11150 -5.75394
C9 -4.65722 3.39043 -9.65607
C10 1.46206 -1.68306 0.78265
C11 -1.64528 -6.09834 -8.70612
C12 -0.66316 -4.27688 9.69206
C13 -2.21806 -3.49635 -4.29228
C14 -0.80927 -2.66962 0.45304
C15 2.21446 6.10912 6.31097
C16 -1.13086 1.57204 10.68018
C17 0.45969 -2.43869 1.22516
C18 0.77375 0.29623 4.74723
C19 -8.28558 6.08610 -8.97261
H1 2.20648 2.13171 -4.97356
H2 -0.16880 -1.72238 5.01464
H3 -5.44377 3.75068 -10.30291
H4 2.49009 5.49656 5.46304
H5 3.22186 1.36705 4.49352
H6 -1.44006 -1.77775 0.54760
H7 1.63356 -0.41453 7.23147
H8 -0.60179 -2.81420 -0.60588
H9 -2.71035 3.60548 -6.54775
H10 -0.22877 0.52601 4.38405
H11 -7.59760 5.68049 -8.24384
H12 1.12568 0.95576 5.52896
H13 -0.08728 -4.64175 8.85316
H14 -2.71162 -2.98017 -5.10357
H15 -1.36471 -3.50233 0.87844
H16 -1.69894 -5.86268 -9.75856
H17 -4.91283 0.01340 1.25611
H18 0.67934 -1.96268 7.46725
H19 -1.33144 0.51023 10.65957
H20 4.48449 -0.67130 -11.22108
H21 6.72355 -1.76644 3.93459